No. 1
Computed, not measured: 3 unconnected molecules or ions with the total composition C4H13NO2 at a distorted geometry, with ωB97M-V/def2-TZVPD.

Structure (XYZ):
```
20
C4H13NO2 (ωB97M-V/def2-TZVPD)
C 0.595 0.686 2.404
C 0.148 0.077 1.149
C -0.968 -0.652 0.983
C -1.188 -1.426 -0.285
N 0.025 -2.043 -0.905
H 0.861 1.748 2.244
H -0.155 0.744 3.195
H 1.516 0.334 2.882
H 0.684 0.240 0.213
H -1.756 -0.473 1.712
H -1.943 -2.174 -0.050
H -1.567 -0.810 -1.112
H 0.824 -1.870 -0.296
H -0.066 -3.053 -0.876
O -0.114 2.913 -0.839
H 0.335 2.161 -1.210
H -0.382 3.415 -1.603
O 1.038 0.417 -2.321
H 0.474 -0.372 -2.259
H 1.638 0.137 -3.023
```

Summary:
2S+1 = 1
Net charge = 0

=====

No. 2
Computed, not measured: 3 unconnected molecules or ions with the total composition C4H13NO2 at a distorted geometry, with ωB97M-V/def2-TZVPD.

Structure (XYZ):
```
20
C4H13NO2 (ωB97M-V/def2-TZVPD)
C 0.326 -1.239 2.016
C 0.132 -1.206 0.703
N -0.522 -0.233 -0.047
C -1.581 -0.715 -0.960
C -1.448 0.034 -2.278
H 0.888 -2.057 2.457
H 0.070 -0.450 2.703
H 0.354 -2.072 0.090
H -0.930 0.532 0.473
H -1.409 -1.767 -1.138
H -2.558 -0.617 -0.530
H -2.141 -0.273 -3.061
H -1.439 1.117 -2.184
H -0.424 -0.226 -2.558
O 1.968 1.568 -1.029
H 2.085 2.216 -0.315
H 1.162 1.163 -0.665
O 1.686 1.591 1.768
H 1.503 1.800 2.692
H 2.278 0.835 1.863
```

Summary:
2S+1 = 1
Net charge = 0

=====

No. 3
Computed, not measured: 3 unconnected molecules or ions with the total composition C4H13NO2 at a distorted geometry, with ωB97M-V/def2-TZVPD.

Structure (XYZ):
```
20
C4H13NO2 (ωB97M-V/def2-TZVPD)
C -1.705 -0.881 -1.509
C -0.767 -0.006 -1.196
N -0.143 0.746 -0.063
C 1.132 1.543 -0.224
C 2.090 0.755 -1.131
H -2.087 -1.043 -2.556
H -1.917 -1.513 -0.641
H -0.095 0.170 -2.084
H -0.819 0.375 0.736
H 1.590 1.859 0.693
H 0.708 2.510 -0.564
H 3.152 1.077 -0.951
H 1.948 0.659 -2.187
H 2.208 -0.355 -0.877
O -1.591 0.107 2.356
H -2.149 -0.330 2.990
H -1.220 -0.684 1.921
O 0.701 -1.771 0.977
H 1.519 -2.179 1.197
H 0.789 -0.922 0.469
```

Summary:
2S+1 = 1
Net charge = 0

=====

The records above yield relative energy (zero: lowest compared OMol25 entry of this formula, charge and spin) values of 28.76, 25.83, 83.59 kcal/mol, respectively.